# 1
This record from the Open Molecules 2025 dataset describes C13H9NOS in the gas phase in a non-equilibrium geometry. The level of theory is ωB97M-V/def2-TZVPD.

```
25
Properties=species:S:1:pos:R:3
O 1.152 0.044 -2.491
N 0.562 0.008 -1.208
C 0.880 1.022 -0.295
C 1.382 2.295 -0.703
C 1.602 3.333 0.228
C 1.316 3.147 1.621
C 0.779 1.933 1.996
C 0.529 0.888 1.064
C -0.137 -0.335 1.525
S -0.224 -0.760 3.138
C -0.672 -1.224 0.536
C -1.627 -2.217 0.856
C -2.187 -3.039 -0.139
C -1.800 -2.847 -1.492
C -0.875 -1.878 -1.803
C -0.351 -1.015 -0.830
H 1.900 -0.599 -2.535
H 1.544 2.591 -1.752
H 1.947 4.323 -0.069
H 1.534 3.901 2.388
H 0.480 1.804 3.024
H -1.940 -2.374 1.865
H -2.981 -3.715 0.181
H -2.190 -3.504 -2.252
H -0.624 -1.783 -2.853
```

frontier orbital gap = 7.11 eV
SMILES = On1c2ccccc2c(=S)c2ccccc21
ΔE to the lowest compared entry with this formula, charge and spin = 122.4 kJ/mol
E_HOMO = -7.90 eV
net charge = 0
2S+1 = 1
max |F| = 0.0395 hartree/bohr

Results of the Löwdin charge analysis, in e, for atoms 1 through 6:
1 O 0.027
2 N -0.052
3 C -0.122
4 C -0.005
5 C -0.062
6 C -0.074

# 2
This record from the Open Molecules 2025 dataset describes 2 unconnected molecules or ions with the total composition C6H13F3N2 in a non-equilibrium geometry. The level of theory is ωB97M-V/def2-TZVPD.

```
24
Properties=species:S:1:pos:R:3
C -1.667 0.892 0.572
C -2.363 -1.633 0.971
C -1.463 -0.652 0.192
C -0.038 -0.994 0.284
C 1.209 0.749 -1.410
C 2.024 1.604 -0.489
N 0.617 -0.939 1.484
N 2.015 -0.275 -1.999
F 1.238 2.657 -0.046
F 2.447 1.110 0.646
F 3.092 2.263 -0.962
H -1.005 1.563 0.044
H -2.779 1.235 0.217
H -1.653 1.137 1.631
H -2.040 -2.663 0.764
H -2.272 -1.444 2.097
H -3.387 -1.369 0.563
H -1.707 -0.845 -0.815
H 0.556 -1.526 -0.443
H 0.510 1.183 -2.143
H 0.130 -0.591 2.253
H 1.643 -0.995 1.456
H 3.037 0.014 -1.940
H 1.854 -0.481 -2.924
```

frontier orbital gap (alpha / beta) = 7.84 / 6.51 eV
E_HOMO (alpha / beta) = -6.98 / -6.00 eV
net charge = 0
2S+1 = 1
max |F| = 0.0801 hartree/bohr

Results of the Löwdin charge analysis, in e, for atoms 1 through 6:
1 C -0.050
2 C -0.077
3 C -0.424
4 C -0.158
5 C -0.144
6 C -0.666

# 3
This record from the Open Molecules 2025 dataset describes a molecular structure, C3H5HgO3 in a non-equilibrium geometry. The level of theory is ωB97M-V/def2-TZVPD.

```
12
Properties=species:S:1:pos:R:3
O 0.063 -2.335 -0.232
C -0.389 -2.184 1.033
C 0.632 -2.234 2.141
H -1.221 -2.921 1.154
H 1.195 -3.178 2.108
H 0.129 -2.173 3.115
H 1.338 -1.397 2.055
O -1.869 -0.299 -1.230
C -1.169 -0.896 -1.952
O -0.261 -1.155 -2.645
Hg 1.549 -2.442 -1.950
H -1.041 -1.211 0.942
```

frontier orbital gap (alpha / beta) = 10.46 / 8.31 eV
<S²> = 2.01
ΔE to the lowest compared entry with this formula, charge and spin = 0.0 kJ/mol
E_HOMO (alpha / beta) = -14.26 / -15.73 eV
net charge = +1
2S+1 = 3
max |F| = 0.0723 hartree/bohr

Results of the Löwdin charge analysis, in e, for atoms 1 through 6:
1 O -0.224
2 C -0.328
3 C -0.054
4 H 0.175
5 H 0.094
6 H 0.096

# 4
This record from the Open Molecules 2025 dataset describes 2 unconnected molecules or ions with the total composition C3H7N2O2 in a non-equilibrium geometry. The level of theory is ωB97M-V/def2-TZVPD.

```
14
Properties=species:S:1:pos:R:3
C 2.065 -0.191 1.009
C -0.492 -0.132 -1.414
C -0.478 0.378 -0.008
N 2.956 0.468 0.532
N -1.426 -0.444 0.927
O 1.200 -0.835 1.486
O -1.312 0.998 -1.174
H 0.349 0.071 -2.189
H -1.017 -0.993 -1.677
H -0.846 1.841 -1.428
H 3.809 0.786 0.689
H -1.314 -1.376 0.496
H -2.451 -0.133 0.901
H -1.042 -0.438 1.851
```

frontier orbital gap = 10.13 eV
ΔE to the lowest compared entry with this formula, charge and spin = 442.6 kJ/mol
E_HOMO = -13.49 eV
net charge = +1
2S+1 = 1
max |F| = 0.1401 hartree/bohr

Results of the Löwdin charge analysis, in e, for atoms 1 through 6:
1 C -0.367
2 C -0.107
3 C -0.106
4 N 0.261
5 N 0.188
6 O 0.095

# 5
This record from the Open Molecules 2025 dataset describes a molecular structure, C42H64N3O4P2PtSi in a non-equilibrium geometry. The level of theory is ωB97M-V/def2-TZVPD.

```
117
Properties=species:S:1:pos:R:3
Pt 0.490 -0.922 0.901
N -0.094 -2.986 2.139
C -0.482 -4.066 1.225
C -1.250 -3.463 0.042
N -0.439 -2.456 -0.631
C 0.480 -2.955 -1.658
C 1.948 -2.823 -1.254
N 2.176 -1.495 -0.698
H 0.641 -3.301 2.769
H -0.898 -2.702 2.700
H -1.123 -4.806 1.722
H 0.422 -4.572 0.879
H -2.162 -2.994 0.418
H -1.545 -4.266 -0.645
H -1.016 -1.726 -1.045
H 0.322 -2.352 -2.556
H 0.271 -4.005 -1.878
H 2.584 -3.006 -2.130
H 2.202 -3.574 -0.501
H 1.913 -0.774 -1.371
H 3.145 -1.372 -0.414
C 0.273 0.681 4.071
C 1.319 -0.409 4.280
P 2.269 -0.774 2.732
C 3.349 0.662 2.444
C 4.447 0.928 3.258
C 5.265 2.011 2.986
C 4.988 2.833 1.905
C 3.880 2.587 1.107
C 3.064 1.501 1.369
C 3.291 -2.219 3.167
C 4.101 -2.278 4.300
C 4.897 -3.390 4.518
C 4.869 -4.462 3.639
C 4.033 -4.430 2.533
C 3.262 -3.308 2.295
P -0.758 0.519 2.534
C -1.604 2.133 2.564
C -1.199 3.183 1.746
C -1.812 4.421 1.866
C -2.822 4.610 2.799
C -3.227 3.562 3.613
C -2.627 2.321 3.496
C -2.144 -0.615 2.845
C -2.377 -1.296 4.038
C -3.514 -2.079 4.161
C -4.402 -2.204 3.102
C -4.165 -1.537 1.907
C -3.035 -0.753 1.775
H 0.776 1.649 3.970
H -0.396 0.751 4.935
H 0.862 -1.344 4.616
H 2.026 -0.095 5.056
H 4.668 0.305 4.106
H 6.117 2.209 3.620
H 5.631 3.671 1.690
H 3.666 3.245 0.278
H 2.196 1.287 0.750
H 4.117 -1.478 5.024
H 5.545 -3.425 5.381
H 5.492 -5.324 3.816
H 3.990 -5.273 1.861
H 2.611 -3.258 1.434
H -0.412 3.028 1.021
H -1.507 5.246 1.239
H -3.299 5.572 2.897
H -4.009 3.707 4.344
H -2.946 1.507 4.132
H -1.703 -1.194 4.878
H -3.722 -2.570 5.098
H -5.283 -2.816 3.208
H -4.870 -1.619 1.094
H -2.833 -0.219 0.853
C 1.496 3.886 -2.884
C 1.318 2.456 -3.430
C 1.442 2.540 -4.962
C 2.375 1.528 -2.846
O 0.025 2.021 -3.130
Si -0.653 0.744 -2.361
O -0.084 0.458 -0.925
O -2.273 1.004 -2.406
C -3.136 2.098 -2.475
C -2.953 2.922 -1.175
C -4.560 1.557 -2.574
C -2.827 3.034 -3.645
O -0.515 -0.641 -3.268
C -1.176 -1.065 -4.444
C -2.371 -1.948 -4.036
C -0.190 -1.900 -5.282
C -1.694 0.107 -5.257
H 2.469 4.261 -3.184
H 1.424 3.881 -1.799
H 0.734 4.545 -3.292
H 2.411 2.946 -5.228
H 0.672 3.188 -5.371
H 1.334 1.545 -5.388
H 3.369 1.903 -3.069
H 2.252 0.537 -3.278
H 2.236 1.463 -1.768
H -3.207 2.306 -0.318
H -3.595 3.795 -1.200
H -1.910 3.219 -1.107
H -4.789 0.908 -1.731
H -4.667 0.979 -3.492
H -5.273 2.374 -2.597
H -1.777 3.302 -3.650
H -3.432 3.932 -3.580
H -3.065 2.537 -4.584
H -2.032 -2.882 -3.602
H -2.980 -2.173 -4.905
H -2.972 -1.403 -3.312
H 0.126 -2.790 -4.743
H 0.686 -1.303 -5.527
H -0.670 -2.212 -6.205
H -2.445 0.632 -4.666
H -2.148 -0.242 -6.179
H -0.894 0.807 -5.491
```

frontier orbital gap (alpha / beta) = 3.91 / 4.42 eV
E_HOMO (alpha / beta) = -15.78 / -15.79 eV
net charge = +3
2S+1 = 1
max |F| = 0.0919 hartree/bohr

Results of the Löwdin charge analysis, in e, for atoms 1 through 6:
1 Pt 1.050
2 N 0.043
3 C -0.169
4 C -0.154
5 N -0.065
6 C -0.150

# 6
This record from the Open Molecules 2025 dataset describes a molecular structure, C4H8O2 in a non-equilibrium geometry. The level of theory is ωB97M-V/def2-TZVPD.

```
14
Properties=species:S:1:pos:R:3
C -0.476 -0.991 0.457
C 1.444 0.094 0.575
C -0.478 0.311 0.019
C -0.807 1.464 -0.484
O -2.278 -1.067 -0.051
O 2.184 -0.328 -0.521
H -2.325 -1.360 -0.972
H 2.035 0.271 -1.261
H -0.657 -1.179 1.509
H -0.015 -1.752 -0.163
H 1.573 1.148 0.834
H 1.713 -0.518 1.432
H -0.116 2.301 -0.482
H -1.798 1.606 -0.892
```

frontier orbital gap = 8.71 eV
ΔE to the lowest compared entry with this formula, charge and spin = 594.2 kJ/mol
E_HOMO = -8.02 eV
net charge = 0
2S+1 = 1
max |F| = 0.1018 hartree/bohr

Results of the Löwdin charge analysis, in e, for atoms 1 through 6:
1 C -0.060
2 C -0.162
3 C -0.198
4 C 0.054
5 O -0.253
6 O -0.063

# 7
This record from the Open Molecules 2025 dataset describes a molecular structure, C20H40MgN6S. The level of theory is ωB97M-V/def2-TZVPD.

```
68
Properties=species:S:1:pos:R:3
Mg -0.685 0.096 0.609
N 1.566 -1.631 2.755
C 1.792 -0.761 3.966
C 0.504 -0.141 4.501
C -0.041 1.117 3.812
N -0.966 0.809 2.674
C 1.073 2.073 3.378
C 2.281 1.409 2.719
N 1.927 0.878 1.379
C 2.828 0.298 3.616
H 0.719 -2.216 2.781
H 2.352 -2.266 2.607
H 1.472 -1.038 1.912
H 2.187 -1.439 4.722
H 0.755 0.161 5.520
H -0.279 -0.897 4.613
H -0.647 1.628 4.563
H -1.401 1.694 2.406
H -1.740 0.260 3.051
H 1.433 2.584 4.274
H 0.665 2.860 2.736
H 3.068 2.164 2.630
H 2.777 0.586 0.898
H 1.596 1.657 0.810
H 3.165 0.750 4.551
H 3.716 -0.162 3.171
C 0.810 -2.661 -3.560
N 0.503 -1.489 -2.750
C -0.927 -1.279 -2.671
C 1.164 -1.500 -1.448
C 0.587 -2.437 -0.401
C 0.975 -3.778 -0.401
C 0.423 -4.680 0.497
C -0.533 -4.243 1.405
C -0.902 -2.902 1.414
C -0.349 -1.955 0.532
H 0.419 -2.515 -4.566
H 0.377 -3.589 -3.162
H 1.891 -2.784 -3.633
H -1.335 -1.200 -3.680
H -1.138 -0.327 -2.165
H -1.470 -2.078 -2.147
H 1.137 -0.466 -1.060
H 2.218 -1.726 -1.625
H 1.718 -4.125 -1.111
H 0.727 -5.718 0.480
H -0.987 -4.942 2.095
H -1.656 -2.597 2.138
C 0.860 2.267 -3.039
N -0.578 2.548 -3.055
C -1.024 3.354 -4.199
C -1.343 2.353 -1.984
S -0.584 2.286 -0.406
N -2.663 2.232 -2.113
C -3.288 1.727 -3.341
C -3.585 2.395 -0.994
H 1.186 2.200 -4.075
H 1.052 1.309 -2.561
H 1.411 3.066 -2.542
H -0.312 4.170 -4.324
H -2.003 3.779 -4.010
H -1.047 2.762 -5.113
H -2.536 1.281 -3.984
H -3.817 2.514 -3.878
H -4.007 0.960 -3.052
H -3.168 3.071 -0.255
H -3.812 1.429 -0.534
H -4.512 2.816 -1.379
```

frontier orbital gap = 8.35 eV
ΔE to the lowest compared entry with this formula, charge and spin = 0.0 kJ/mol
E_HOMO = -13.39 eV
net charge = +2
2S+1 = 1
max |F| = 0.0105 hartree/bohr

Results of the Löwdin charge analysis, in e, for atoms 1 through 6:
1 Mg 0.577
2 N 0.225
3 C -0.252
4 C -0.075
5 C -0.315
6 N 0.008

Which of these has the highest 2S+1?
C3H5HgO3